{
  "formula": "C2H4N4O2",
  "method": "wB97M-V/def2-TZVPD",
  "symbols": ["C", "N", "H", "O", "N", "O", "N", "H", "H", "H", "C", "N"],
  "positions_angstrom": [[-0.2185, 1.5022, -0.2513], [1.3654, -0.9142, 1.5910], [-1.6957, 2.6545, -0.9102], [-0.6124, 2.6365, -0.4417], [-0.4608, -1.7485, -0.9993], [-0.4703, 0.3953, -1.1321], [0.2713, 1.1420, 0.8722], [-0.9085, -1.5825, -2.0512], [1.8642, -1.7022, 0.7532], [0.7440, -1.5301, 2.3203], [-0.1482, -0.6103, -0.4963], [0.2695, -0.2427, 0.7453]],
  "mulliken_charge": [0.4381, -0.6048, 0.4233, -0.4918, -0.7722, -0.3181, -0.5630, 0.2498, 0.3224, 0.2921, 0.5300, 0.4943],
  "energy_ha": -447.9237,
  "spin_multiplicity": 1,
  "e_above_lowest_kj_mol": 469.3,
  "smiles": "[H]/N=c1\\oc(O)nn1N"
}